(1)
{"formula": "C17H28N6O2P", "method": "wB97M-V/def2-TZVPD", "elements": ["C", "C", "N", "C", "C", "N", "C", "P", "N", "N", "N", "N", "C", "C", "C", "O", "C", "C", "C", "C", "C", "C", "C", "C", "C", "O", "H", "H", "H", "H", "H", "H", "H", "H", "H", "H", "H", "H", "H", "H", "H", "H", "H", "H", "H", "H", "H", "H", "H", "H", "H", "H", "H", "H"], "positions_angstrom": [[-3.56, 1.07, 0.95], [-2.41, 2.03, 1.68], [-1.11, 2.11, 0.90], [-0.39, 0.78, 0.82], [0.43, 0.56, -0.62], [-0.40, 0.92, -1.83], [-0.39, 2.25, -2.58], [0.61, 3.86, -2.23], [-0.41, 4.94, -1.50], [-1.38, 2.17, -3.74], [-1.85, 0.86, -3.53], [-1.32, 0.10, -2.47], [-1.81, -1.30, -2.18], [-0.60, -2.41, -1.97], [-1.09, -3.76, -2.82], [-0.51, -2.64, -0.52], [0.54, -3.61, -0.17], [1.74, -3.03, 0.79], [3.30, -3.38, 0.34], [4.64, -2.93, 1.18], [4.45, -2.08, 2.57], [2.91, -1.67, 3.02], [1.56, -2.13, 2.15], [-0.13, 3.07, 1.60], [-0.55, 3.94, 2.97], [1.13, 3.29, 1.17], [-3.09, 0.24, 0.25], [-4.08, 0.47, 1.84], [-4.36, 1.72, 0.38], [-2.20, 1.65, 2.78], [-2.90, 3.10, 1.73], [0.46, 0.80, 1.65], [-1.05, -0.16, 1.05], [1.31, 1.36, -0.58], [0.95, -0.49, -0.67], [1.02, 4.53, -3.47], [1.74, 3.64, -1.35], [-0.03, 5.22, -0.57], [-2.44, -1.65, -3.14], [-2.58, -1.31, -1.28], [0.44, -2.04, -2.37], [-0.44, -4.71, -2.57], [-2.22, -4.02, -2.64], [-0.89, -3.53, -3.98], [1.05, -4.14, -1.08], [0.00, -4.47, 0.45], [3.46, -4.01, -0.66], [5.69, -3.25, 0.73], [5.42, -1.80, 3.18], [2.82, -1.03, 4.02], [0.49, -1.82, 2.53], [0.35, 4.66, 3.29], [-0.80, 3.20, 3.84], [-1.51, 4.58, 2.77]], "homo_ev": -11.05, "de_lowest_kj_mol": 1542.38, "total_charge": 1, "smiles": "CCN(CCn1c([PH2]=N)nn[n+]1C[C@H](C)OCc1ccccc1)C(C)=O", "spin_multiplicity": 1, "e_lumo_ev": -4.489, "gap_ha": 0.241, "energy_ha": -1484.0009}

***

(2)
{"formula": "C17H28NO2P2SeTm", "method": "wB97M-V/def2-TZVPD", "elements": ["Tm", "P", "C", "C", "N", "C", "C", "C", "C", "C", "P", "H", "H", "H", "H", "H", "H", "H", "H", "O", "H", "H", "O", "H", "C", "H", "H", "H", "C", "H", "H", "H", "C", "H", "H", "H", "C", "H", "H", "H", "Se", "C", "C", "C", "C", "C", "C", "H", "H", "H", "H", "H"], "positions_angstrom": [[0.57, 0.80, -0.25], [2.41, -1.18, 0.45], [2.36, -1.61, -1.26], [1.15, -1.68, -2.02], [0.01, -1.00, -1.54], [-1.20, -1.33, -2.08], [-1.32, -2.21, -3.14], [-0.18, -2.69, -3.77], [1.05, -2.41, -3.22], [-2.44, -0.67, -1.50], [-2.19, 1.01, -0.71], [1.99, -2.81, -3.62], [-2.31, -2.47, -3.50], [-0.26, -3.36, -4.62], [-3.19, -0.55, -2.30], [-2.88, -1.31, -0.73], [2.46, 2.63, -1.91], [3.31, -1.81, -1.76], [-0.19, 6.74, -1.84], [1.64, 2.08, -1.78], [0.98, 2.47, -2.42], [1.06, 2.25, 0.95], [-0.67, 5.89, -2.02], [-0.21, 5.17, -1.59], [-2.57, 2.09, -2.15], [-3.62, 1.94, -2.45], [-2.43, 3.15, -1.91], [-1.92, 1.83, -3.00], [-3.78, 1.16, 0.20], [-3.67, 1.92, 0.99], [-4.61, 1.48, -0.46], [-4.07, 0.21, 0.67], [2.46, -2.87, 1.15], [3.45, -3.33, 1.09], [2.11, -2.85, 2.19], [1.80, -3.53, 0.57], [4.09, -0.50, 0.76], [4.15, -0.14, 1.80], [4.89, -1.24, 0.61], [4.30, 0.36, 0.10], [0.41, 2.74, 2.36], [0.12, 1.05, 3.29], [-1.22, 0.65, 3.41], [-1.56, -0.54, 4.07], [-0.54, -1.37, 4.56], [0.81, -1.06, 4.32], [1.14, 0.15, 3.67], [-2.00, 1.25, 2.95], [-2.61, -0.82, 4.21], [-0.80, -2.27, 5.13], [1.60, -1.76, 4.65], [2.18, 0.34, 3.39]], "homo_ev": [-12.51, -12.53], "de_lowest_kj_mol": 336.97, "total_charge": 2, "spin_multiplicity": 3, "e_lumo_ev": [-7.100, -7.140], "gap_ha": [0.199, 0.198], "energy_ha": -5038.5913}

***

(3)
{"formula": "C17H28O12", "method": "wB97M-V/def2-TZVPD", "elements": ["C", "C", "C", "C", "C", "C", "O", "C", "O", "O", "C", "H", "H", "H", "H", "H", "H", "H", "H", "H", "H", "H", "H", "H", "H", "H", "H", "O", "C", "O", "C", "C", "O", "H", "H", "H", "H", "O", "C", "O", "C", "C", "O", "H", "H", "H", "H", "O", "C", "O", "C", "C", "O", "H", "H", "H", "H"], "positions_angstrom": [[-1.58, -0.01, -4.11], [-1.90, 0.17, -2.62], [-1.76, -1.12, -1.83], [-1.60, -0.85, -0.32], [-0.41, -1.60, 0.30], [0.86, -0.78, 0.09], [1.15, 0.09, 1.19], [0.71, 1.36, 1.06], [0.96, 2.07, 0.08], [0.09, 1.88, 2.13], [-0.86, 1.05, 2.81], [-0.65, -0.56, -4.18], [-1.45, 0.96, -4.55], [-2.37, -0.54, -4.63], [-2.88, 0.58, -2.49], [-1.16, 0.88, -2.25], [-0.89, -1.68, -2.16], [-2.67, -1.69, -1.98], [-2.53, -1.06, 0.21], [-1.43, 0.22, -0.22], [-0.30, -2.55, -0.20], [-0.59, -1.81, 1.35], [0.79, -0.25, -0.85], [1.70, -1.46, 0.00], [-0.59, 0.97, 3.86], [-0.91, 0.05, 2.41], [-1.84, 1.51, 2.75], [-0.33, -4.84, 0.12], [0.70, -5.02, 0.66], [1.06, -4.45, 1.84], [2.27, -5.07, 2.29], [2.86, -5.59, 0.99], [1.69, -5.81, 0.19], [2.91, -4.35, 2.79], [2.02, -5.87, 2.98], [3.49, -4.85, 0.49], [3.42, -6.51, 1.11], [-4.49, 1.51, -3.98], [-4.49, 2.61, -3.54], [-3.48, 3.15, -2.82], [-3.73, 4.55, -2.67], [-5.23, 4.62, -2.85], [-5.49, 3.50, -3.70], [-3.39, 4.89, -1.70], [-3.19, 5.09, -3.45], [-5.77, 4.49, -1.91], [-5.56, 5.54, -3.33], [7.01, 0.42, 3.56], [5.98, 0.97, 3.34], [5.21, 0.76, 2.24], [3.96, 1.42, 2.44], [4.31, 2.49, 3.45], [5.41, 1.89, 4.15], [3.58, 1.82, 1.50], [3.24, 0.69, 2.83], [4.65, 3.41, 2.98], [3.50, 2.71, 4.14]], "homo_ev": -10.59, "smiles": "CCCCCCOC(=O)OC.O=C1OCCO1.O=C1OCCO1.O=C1OCCO1", "spin_multiplicity": 1, "e_lumo_ev": 0.351, "gap_ha": 0.402, "energy_ha": -1567.4608}

***

What is the formula in the first record? C17H28N6O2P